Here is one molecule with the formula C4H10O2 from OMol25. Energies are from wB97M-V/def2-TZVPD.

Atoms and positions in Å:
C (1.895, 0.741, -0.132)
O (0.519, 0.933, 0.055)
C (-0.227, -0.115, -0.542)
C (0.151, -1.540, -0.015)
C (-1.698, 0.259, -0.302)
O (-2.163, 1.333, -1.096)
H (2.184, 0.836, -1.190)
H (2.433, 1.465, 0.481)
H (2.158, -0.266, 0.193)
H (-0.055, -0.083, -1.633)
H (1.204, -1.725, 0.246)
H (-0.053, -2.279, -0.796)
H (-0.407, -1.808, 0.887)
H (-2.342, -0.587, -0.554)
H (-1.825, 0.484, 0.769)
H (-1.765, 2.153, -0.778)

## Properties
Energy in eV: -8404.2408
SMILES string: CO[C@@H](C)CO

Here is an isolated ion of composition C4H6N3O and charge +1 at a distorted geometry from OMol25. Energies are from wB97M-V/def2-TZVPD.

Atoms and positions in Å:
O (2.762, -0.416, -0.258)
C (2.017, 0.464, -0.342)
N (0.712, 0.425, 0.180)
C (0.215, -1.071, 0.534)
C (-1.041, -1.323, -0.396)
N (-1.816, -0.378, -0.532)
C (-1.605, 0.862, -0.094)
N (-0.385, 1.306, 0.085)
H (2.118, 1.523, -0.692)
H (0.043, -1.076, 1.567)
H (0.969, -1.851, 0.212)
H (-1.302, -2.393, -0.714)
H (-2.480, 1.566, 0.182)
H (-0.208, 2.360, 0.269)

## Properties
Energy in eV: -10752.8552
Total charge: +1
SMILES string: O=CN1CC=NC=[NH+]1

Here is a 2-piece molecular cluster, C3H8O2S overall at a distorted geometry from OMol25. Energies are from wB97M-V/def2-TZVPD.

Atoms and positions in Å:
O (-2.119, 2.929, -0.974)
C (-1.967, 2.102, -0.147)
O (-1.941, 2.335, 1.176)
H (-1.841, 1.040, -0.390)
H (-1.669, 1.539, 1.637)
C (1.628, -2.053, 1.376)
S (0.780, -1.815, -0.235)
C (2.220, -1.125, -1.125)
H (2.391, -2.821, 1.267)
H (2.079, -1.127, 1.717)
H (0.873, -2.444, 2.050)
H (2.409, -0.123, -0.752)
H (2.008, -1.011, -2.186)
H (3.015, -1.847, -0.994)

## Properties
Energy in eV: -18170.6303
SMILES string: O=CO.CSC

Here is C23H52BiP4Se as an isolated structure at a distorted geometry from OMol25. Energies are from wB97M-V/def2-TZVPD.

Atoms and positions in Å:
Bi (-1.072, 0.462, -0.508)
P (-0.333, 0.674, -3.166)
P (-0.281, 3.042, 0.364)
P (-1.355, -2.415, -0.575)
H (-2.672, 1.009, 4.444)
C (-2.469, -0.053, 4.266)
C (-1.226, -0.561, 4.384)
H (-0.372, 0.070, 4.651)
C (-1.696, 1.105, -4.314)
C (0.904, 1.983, -3.490)
C (0.380, -0.823, -3.939)
C (-0.326, 3.232, 2.182)
C (1.354, 3.716, -0.100)
C (-1.447, 4.330, -0.198)
C (-1.469, -3.136, 1.103)
C (-0.174, -3.521, -1.434)
C (-2.981, -2.815, -1.309)
H (-3.328, -0.686, 4.006)
H (-1.029, -1.628, 4.235)
H (-1.298, 1.223, -5.334)
H (-2.174, 2.042, -4.004)
H (-2.459, 0.317, -4.307)
H (0.978, 2.162, -4.573)
H (1.892, 1.689, -3.111)
H (0.602, 2.920, -3.002)
H (0.635, -0.613, -4.987)
H (-0.353, -1.640, -3.916)
H (1.288, -1.141, -3.411)
H (-0.757, 4.216, 2.417)
H (0.689, 3.169, 2.596)
H (-0.950, 2.445, 2.631)
H (1.277, 4.809, -0.199)
H (1.685, 3.294, -1.058)
H (2.094, 3.470, 0.673)
H (-1.395, 5.171, 0.509)
H (-2.465, 3.917, -0.229)
H (-1.168, 4.668, -1.205)
H (-2.147, -4.000, 1.074)
H (-1.863, -2.392, 1.812)
H (-0.478, -3.458, 1.452)
H (-0.648, -4.496, -1.620)
H (0.726, -3.677, -0.822)
H (0.136, -3.089, -2.395)
H (-3.350, -3.754, -0.874)
H (-2.889, -2.927, -2.399)
H (-3.690, -2.002, -1.096)
C (-4.913, 1.039, 0.029)
C (-4.749, 1.114, 1.427)
C (-5.862, 1.019, 2.268)
C (-7.143, 0.835, 1.736)
C (-7.311, 0.741, 0.348)
C (-6.207, 0.834, -0.497)
Se (-3.510, 1.308, -1.245)
H (0.973, -0.200, 0.376)
H (-3.750, 1.255, 1.841)
H (-5.727, 1.089, 3.352)
H (-8.010, 0.766, 2.395)
H (-8.302, 0.598, -0.085)
H (-6.330, 0.774, -1.577)
C (2.706, 0.769, 2.874)
C (3.230, 0.586, 1.451)
P (2.341, -0.661, 0.502)
C (3.019, -0.887, -1.149)
C (4.544, -0.956, -1.203)
C (2.301, -2.209, 1.430)
C (3.687, -2.697, 1.837)
H (1.647, 1.061, 2.878)
H (3.279, 1.561, 3.372)
H (2.816, -0.135, 3.487)
H (3.156, 1.529, 0.885)
H (4.296, 0.305, 1.457)
H (2.573, -1.803, -1.571)
H (2.656, -0.048, -1.767)
H (4.943, -1.851, -0.710)
H (4.864, -0.997, -2.251)
H (5.006, -0.066, -0.756)
H (1.673, -2.032, 2.318)
H (1.779, -2.961, 0.819)
H (4.256, -1.934, 2.384)
H (3.581, -3.564, 2.499)
H (4.281, -3.020, 0.975)

## Properties
Energy in eV: -133010.7368
Total charge: +3

Here is C17H15N4OPdS as an isolated structure at a distorted geometry from OMol25. Energies are from wB97M-V/def2-TZVPD.

Atoms and positions in Å:
Pd (-0.324, 0.064, 0.202)
C (3.378, 1.210, -1.973)
C (2.100, 1.115, -1.200)
N (1.585, -0.025, -0.864)
N (2.020, -1.223, -1.123)
C (1.232, -2.249, -0.753)
O (0.091, -2.093, -0.239)
C (1.735, -3.616, -0.953)
C (0.917, -4.655, -0.494)
C (1.324, -5.968, -0.595)
C (2.551, -6.266, -1.168)
C (3.354, -5.243, -1.654)
C (2.956, -3.923, -1.552)
C (1.364, 2.321, -0.818)
C (1.937, 3.592, -0.936)
C (1.191, 4.713, -0.623)
C (-0.124, 4.557, -0.206)
C (-0.626, 3.270, -0.087)
N (0.085, 2.186, -0.383)
H (3.722, 0.207, -2.203)
H (4.145, 1.717, -1.389)
H (3.222, 1.756, -2.900)
H (-0.036, -4.401, -0.059)
H (0.683, -6.756, -0.230)
H (2.878, -7.291, -1.242)
H (4.299, -5.481, -2.118)
H (3.588, -3.137, -1.934)
H (2.955, 3.694, -1.275)
H (1.618, 5.699, -0.724)
H (-0.750, 5.409, 0.006)
H (-1.644, 3.100, 0.244)
S (0.336, -0.819, 4.685)
C (-0.370, 0.733, 4.508)
C (-0.623, 0.993, 3.200)
N (-0.261, -0.007, 2.353)
C (0.257, -1.022, 2.992)
H (-0.568, 1.364, 5.350)
H (-1.078, 1.891, 2.815)
H (0.596, -1.924, 2.512)

## Properties
Energy in eV: -40188.0190
Total charge: +1
2S+1: 3

Here is a 2-piece molecular cluster, C4H9NOS overall at a distorted geometry from OMol25. Energies are from wB97M-V/def2-TZVPD.

Atoms and positions in Å:
C (1.069, -0.491, 0.982)
C (0.786, 0.515, -0.072)
C (1.222, 0.132, -1.406)
N (0.298, 1.669, 0.093)
O (-0.333, 2.161, 1.253)
H (1.551, 0.016, 1.868)
H (0.108, -0.912, 1.356)
H (1.691, -1.254, 0.451)
H (1.826, -0.782, -1.411)
H (2.052, 0.856, -1.715)
H (0.479, 0.136, -2.130)
H (0.091, 3.067, 1.467)
C (-2.789, -1.416, -0.226)
S (-1.499, -0.675, -0.757)
H (-2.696, -2.040, 0.638)
H (-3.855, -0.983, -0.389)

## Properties
Energy in eV: -18662.4996
SMILES string: CC(C)=NO.C=S

Here is a 5-piece molecular cluster, C4H14O8 overall at a distorted geometry from OMol25. Energies are from wB97M-V/def2-TZVPD.

Atoms and positions in Å:
O (-3.234, 0.027, 0.001)
C (-2.064, 0.138, -0.180)
O (-1.257, 0.866, 0.630)
C (-1.357, -0.246, -1.435)
C (-0.305, -1.306, -1.235)
C (0.736, -1.345, -2.219)
O (0.685, -1.287, -3.393)
O (1.935, -1.434, -1.579)
H (-1.556, 0.657, 1.572)
H (-0.972, 0.698, -1.957)
H (-2.157, -0.525, -2.189)
H (-0.764, -2.368, -1.354)
H (0.148, -1.192, -0.270)
H (2.788, -1.342, -2.168)
O (0.138, 1.456, 3.163)
H (0.454, 1.433, 2.285)
H (0.958, 1.632, 3.683)
O (2.421, 0.745, 1.271)
H (2.275, 0.481, 0.415)
H (2.997, 1.496, 1.260)
O (1.011, 3.123, -0.015)
H (0.277, 2.516, 0.081)
H (0.968, 3.979, 0.447)
O (-0.216, -1.942, 2.759)
H (0.367, -2.125, 3.543)
H (0.298, -1.219, 2.366)

## Properties
Energy in eV: -20755.1429
SMILES string: O=C(O)CCC(=O)O.O.O.O.O